1.
An isolated ion of composition C6H10N and charge +1 in a non-equilibrium geometry, computed with the ωB97M-V functional and the def2-TZVPD basis.

```
17
Properties=species:S:1:pos:R:3:forces:R:3:nbo_charge:R:1
C -0.9883 0.5189 -1.3497 2.8 -1.0 1.6 -0.372
C -1.8032 0.6649 -2.2933 -1.5 0.4 -1.5 0.366
C -0.0615 -0.6499 -0.9139 2.2 0.2 -5.5 0.109
C -0.5187 -1.9336 -0.3195 1.3 1.6 -1.6 -0.660
C -0.8907 0.6577 0.9375 4.8 4.4 3.8 -0.379
C 1.1322 1.4620 -0.3923 2.8 2.4 0.6 -0.450
N -0.0417 0.6470 -0.2388 -1.6 -1.9 -1.6 -0.193
H 0.8837 -0.6751 -1.8293 -2.8 -0.2 3.2 0.287
H -1.4070 -1.7890 0.1537 -2.0 0.1 2.3 0.237
H 0.3483 -2.2606 0.1390 1.3 -1.0 2.2 0.256
H -0.7322 -2.7143 -0.9801 -0.2 -0.7 -1.9 0.282
H -1.3318 1.6787 0.9738 0.1 -0.9 0.4 0.251
H -1.5501 -0.0770 0.8854 -3.0 -2.8 -0.2 0.225
H -0.1479 0.4772 1.8344 -1.7 0.5 -1.4 0.240
H 2.1496 0.9804 -0.1279 -2.1 0.3 0.7 0.270
H 1.3875 1.6089 -1.4605 -1.0 0.5 0.4 0.266
H 0.9398 2.4440 0.2114 0.7 -1.7 -1.4 0.265
```
Positions in Å, forces in eV/Å.

Its total charge is +1. The value obtained for the maximum force is 7.510 eV Å⁻¹. For the HOMO energy, the calculation gives -15.341 eV.



2.
A 2-piece molecular cluster, C15H24N3O7PS overall in a non-equilibrium geometry, computed with the ωB97M-V functional and the def2-TZVPD basis.

```
51
Properties=species:S:1:pos:R:3:forces:R:3:nbo_charge:R:1
C 4.0337 2.7713 -0.4222 -0.3 0.0 0.2 -0.415
N 3.1191 1.8882 0.3031 1.1 0.5 -0.4 -0.608
C 1.7784 1.8396 0.3519 -0.4 -0.3 0.4 0.699
O 1.2882 1.0418 1.1470 -0.7 0.3 -0.5 -0.665
C 0.8304 2.7228 -0.5084 0.2 0.0 -0.4 -0.157
C -0.1996 1.8528 -1.2689 -0.4 -0.3 0.7 -0.403
C -1.6378 2.3120 -1.0097 -0.2 0.1 -0.4 -0.531
S -2.2122 1.9862 0.6805 0.2 -0.1 0.2 0.185
C -3.8390 2.7771 0.6077 0.2 0.1 -0.4 -0.740
N 1.4607 3.6479 -1.4648 0.9 -1.4 0.8 -0.620
C 0.9852 4.8500 -1.7878 -1.0 1.5 -0.1 0.674
C 1.7764 5.6278 -2.8120 -0.1 -0.1 0.0 -0.707
O -0.0310 5.3298 -1.3078 0.0 -0.3 0.2 -0.632
H 3.7840 3.8171 -0.2303 0.1 -0.1 -0.1 0.211
H 3.9970 2.5600 -1.4919 0.2 0.1 0.0 0.181
H 5.0545 2.5991 -0.0745 -0.2 -0.1 0.0 0.225
H 3.5502 1.2153 0.9209 -0.2 0.0 0.0 0.415
H 0.2885 3.3273 0.2220 0.0 0.0 0.0 0.269
H -0.1186 0.8071 -0.9692 0.1 0.0 0.1 0.221
H -0.0066 1.8953 -2.3423 0.1 0.1 0.1 0.217
H -2.2963 1.7832 -1.6994 -0.1 0.0 0.0 0.210
H -1.7173 3.3793 -1.2171 0.0 0.1 0.1 0.232
H -4.4383 2.3132 -0.1761 -0.1 0.0 0.1 0.211
H -4.3433 2.6581 1.5667 0.2 -0.1 0.0 0.234
H -3.7190 3.8395 0.3928 -0.1 0.0 0.0 0.218
H 2.3019 3.3419 -1.9219 -0.2 0.0 -0.1 0.394
H 2.7395 5.9041 -2.3887 0.2 0.0 -0.1 0.225
H 1.2208 6.5282 -3.0720 0.1 -0.1 0.1 0.249
H 1.9186 5.0200 -3.7032 0.2 0.0 -0.1 0.220
O 0.2935 -3.8591 -1.7570 -1.3 0.7 1.0 -0.556
C -0.6115 -3.5472 -0.9941 1.7 -0.8 -1.7 0.751
O -1.1002 -2.2804 -0.9488 0.0 -0.9 0.3 -0.674
C -1.2046 -4.5930 -0.0937 -1.6 -0.9 1.9 0.070
N -1.5567 -5.7843 -0.6434 0.4 0.8 -0.1 -0.367
C -2.0816 -6.7567 0.1096 0.3 1.0 0.3 0.027
C -2.2945 -6.5926 1.4741 0.0 0.1 0.1 -0.226
C -1.9602 -5.3859 2.0789 0.1 -0.2 -0.7 -0.170
C -1.4140 -4.3557 1.3029 0.0 0.2 -0.3 -0.004
C -1.0422 -3.0587 2.0273 -0.1 -0.8 -1.1 -0.852
P 0.7320 -2.8467 2.2876 0.2 1.0 2.4 2.339
O 1.0081 -2.4435 3.6734 -0.4 0.4 0.7 -1.135
O 1.5221 -4.1861 2.0334 -0.3 -0.3 -1.4 -0.965
O 1.3441 -1.7448 1.3283 -0.5 -0.4 -0.9 -1.000
H -0.5705 -1.8002 -1.6037 0.0 0.1 0.1 0.502
H -2.3465 -7.6991 -0.3603 0.1 0.2 -0.2 0.201
H -2.7140 -7.4075 2.0536 0.0 0.1 0.0 0.221
H -2.1165 -5.2573 3.1468 0.1 0.1 -0.2 0.222
H -1.4134 -2.1867 1.4907 0.1 0.1 -0.1 0.282
H -1.4940 -3.0330 3.0196 0.2 -0.1 0.0 0.274
H 2.3942 -3.9300 2.3556 0.5 -0.5 0.1 0.511
H 1.0582 -0.8876 1.6946 0.4 0.4 -0.4 0.541
```
Positions in Å, forces in eV/Å.

Its total charge is 0. The value obtained for the maximum force is 2.658 eV Å⁻¹. For the HOMO energy, the calculation gives -8.468 eV.



3.
An isolated ion of composition CH6N3O2 and charge +1 in a non-equilibrium geometry, computed with the ωB97M-V functional and the def2-TZVPD basis.

```
12
Properties=species:S:1:pos:R:3:forces:R:3:nbo_charge:R:1
N -0.1456 1.4616 0.0027 -0.2 0.1 -0.5 -0.790
C 0.5556 0.3606 0.0313 -0.6 -1.8 -0.5 0.554
N 1.7323 0.1297 -0.1802 0.9 2.0 -0.5 -0.140
O 2.3638 -0.9894 0.0585 0.4 -3.2 0.7 -0.526
N -0.6447 -0.9032 0.1838 -0.1 1.1 -1.4 -0.323
O -2.0144 -0.5179 0.0062 0.8 1.1 -1.6 -0.499
H 0.2353 2.3477 0.1074 1.2 1.6 0.3 0.439
H -1.0942 1.3892 0.1527 -2.3 0.0 0.4 0.409
H 3.2611 -1.0694 -0.3301 -0.8 1.1 0.0 0.522
H -0.5521 -1.6345 -0.4949 0.9 -0.5 -0.7 0.420
H -0.5134 -1.3620 1.0546 -0.5 -0.3 1.5 0.429
H -2.0648 -0.1452 -0.9681 0.2 -1.1 2.5 0.505
```
Positions in Å, forces in eV/Å.

Its total charge is +1. The value obtained for the maximum force is 3.327 eV Å⁻¹. For the HOMO energy, the calculation gives -13.813 eV.



4.
C26H27IN8O5STi as an isolated structure, computed with the ωB97M-V functional and the def2-TZVPD basis.

```
69
Properties=species:S:1:pos:R:3:forces:R:3:nbo_charge:R:1
Ti 0.8058 0.0895 0.6493 -0.4 -0.1 0.3 1.861
C -2.1404 1.4275 0.9012 0.0 0.0 0.0 -0.287
N -1.2518 0.8526 -0.1382 0.0 0.0 0.1 -0.458
C -0.8034 1.9598 -1.0405 0.0 0.0 0.0 -0.253
C 0.3542 2.7672 -0.5272 0.0 -0.1 -0.2 0.221
C 0.5699 4.0544 -0.9826 0.0 0.1 0.2 -0.226
C 1.7283 4.7148 -0.6038 0.0 0.0 0.0 -0.095
C 2.6406 4.0635 0.2124 0.0 0.0 0.0 -0.230
C 2.3684 2.7734 0.6174 0.0 0.0 0.0 0.105
N 1.2449 2.1402 0.2529 0.0 0.1 0.0 -0.525
C -2.0478 -0.0604 -1.0305 0.0 0.0 0.0 -0.256
C -3.0051 -1.0588 -0.4099 0.0 0.0 0.0 0.213
C -4.0400 -1.5271 -1.2065 0.0 0.0 0.0 -0.231
C -4.8847 -2.5048 -0.7069 0.0 0.0 0.0 -0.118
C -4.6848 -2.9718 0.5823 0.0 0.0 0.0 -0.233
C -3.6400 -2.4409 1.3135 0.0 0.0 0.0 0.072
N -2.8128 -1.5102 0.8295 -0.1 0.0 -0.1 -0.523
C -1.3809 2.0025 2.0521 0.0 0.0 0.0 0.219
C -1.9201 3.0239 2.8155 0.0 0.0 0.0 -0.228
C -1.2511 3.4411 3.9529 0.0 0.0 0.0 -0.101
C -0.0605 2.8149 4.2865 0.0 0.0 0.0 -0.233
C 0.4237 1.8195 3.4621 0.0 0.0 0.0 0.060
N -0.2172 1.4090 2.3531 0.0 0.0 0.0 -0.519
H -2.7674 0.6330 1.2949 0.0 0.0 0.0 0.271
H -2.8053 2.1746 0.4601 0.0 0.0 0.0 0.226
H -1.6522 2.6127 -1.2560 0.0 0.0 0.0 0.227
H -0.4899 1.5073 -1.9812 0.0 0.0 0.0 0.262
H -0.1586 4.5291 -1.6260 0.0 0.0 0.0 0.246
H 1.9199 5.7223 -0.9479 0.0 0.0 0.0 0.252
H 3.5600 4.5381 0.5226 0.0 0.0 0.0 0.257
H 3.0610 2.2175 1.2311 0.0 0.0 0.0 0.241
H -1.3239 -0.5991 -1.6431 0.0 0.0 0.0 0.262
H -2.6400 0.5723 -1.6981 0.0 0.0 0.0 0.219
H -4.1795 -1.1371 -2.2065 0.0 0.0 0.0 0.235
H -5.6925 -2.8908 -1.3140 0.0 0.0 0.0 0.246
H -5.3244 -3.7278 1.0146 0.0 0.0 0.0 0.249
H -3.4467 -2.7706 2.3275 0.0 0.0 0.0 0.208
H -2.8583 3.4753 2.5216 0.0 0.0 0.0 0.245
H -1.6514 4.2369 4.5667 0.0 0.0 0.0 0.252
H 0.4991 3.0971 5.1667 0.0 0.0 0.0 0.255
H 1.3628 1.3388 3.6895 0.0 0.0 0.0 0.236
N -0.3246 -1.3111 1.9568 0.1 0.1 0.0 -0.720
N 0.0203 -2.6723 2.1572 0.0 -0.1 0.0 -0.456
C 0.1617 -3.4833 1.0589 0.1 0.1 -0.1 0.281
N 0.6468 -4.6962 1.3288 0.0 -0.1 0.0 -0.758
S -0.2314 -2.9540 -0.4631 0.1 0.0 0.0 -0.144
H -0.4053 -0.9160 2.8909 0.0 0.1 0.0 0.405
H -1.3102 -1.3273 1.5587 -0.1 0.1 0.0 0.463
H 0.6300 -2.8283 2.9470 0.0 0.0 0.0 0.400
H 0.7660 -5.0425 2.2670 0.0 0.0 0.0 0.409
H 0.7758 -5.3385 0.5650 0.0 0.0 0.0 0.437
I 3.3254 -3.2953 -6.9818 0.0 0.0 0.0 0.238
C 2.9666 -2.2486 -5.2240 0.0 0.0 0.0 -0.115
C 1.6627 -2.1267 -4.7517 0.0 0.0 0.0 -0.270
C 1.4262 -1.4356 -3.5793 0.0 0.0 0.0 -0.085
C 2.4862 -0.8634 -2.8773 0.0 0.0 0.0 -0.236
C 3.7892 -0.9884 -3.3589 0.0 0.0 0.0 -0.116
C 4.0309 -1.6812 -4.5297 0.0 0.0 0.0 -0.245
C 2.2832 -0.1417 -1.6195 0.1 0.2 -0.1 0.802
O 3.1373 0.4192 -0.9642 0.0 -0.2 0.1 -0.575
O 0.9997 -0.1035 -1.1578 0.0 -0.3 -0.1 -0.779
H 0.8435 -2.5734 -5.2972 0.0 0.0 0.0 0.238
H 0.4149 -1.3500 -3.2045 0.0 0.0 0.0 0.205
H 4.6045 -0.5428 -2.8051 0.0 0.0 0.0 0.243
H 5.0403 -1.7826 -4.9027 0.0 0.0 0.0 0.245
O 3.6560 -1.3854 2.4513 -0.1 0.0 0.0 -0.215
N 2.7708 -0.9202 1.8373 0.3 0.1 -0.1 0.736
O 2.1943 -1.4557 0.8353 -0.1 -0.1 0.1 -0.466
O 2.2313 0.2353 2.1055 0.0 -0.1 -0.1 -0.546
```
Positions in Å, forces in eV/Å.

Its total charge is +2. The value obtained for the maximum force is 0.516 eV Å⁻¹. For the HOMO energy, the calculation gives -12.773 eV.



5.
A 2-piece molecular cluster, C32H55BrN5O8P2 overall in a non-equilibrium geometry, computed with the ωB97M-V functional and the def2-TZVPD basis.

```
103
Properties=species:S:1:pos:R:3:forces:R:3:mulliken_charge:R:1
C 6.1908 3.0263 1.6028 0.2 0.2 -0.4 -0.661
O 5.5738 2.5625 0.3919 -0.9 -0.5 0.3 -0.405
C 4.1778 2.9251 0.3528 0.9 1.5 0.2 -0.753
C 3.4391 2.2986 -0.8444 0.4 0.8 -0.6 -1.516
C 3.1596 0.7684 -1.0163 -0.7 0.2 -2.6 -1.469
C 2.1795 -0.0678 -0.1208 1.9 1.2 3.5 1.389
C 3.0457 -0.8446 1.0025 0.2 -0.4 0.5 -1.440
C 4.3674 -0.1709 1.5144 0.8 -1.1 0.4 -0.271
C 5.6942 -0.5098 0.7326 0.0 0.0 0.6 -1.306
Br 4.7148 -1.1971 3.2471 -0.4 0.4 -0.3 -0.073
C 1.3046 0.8646 0.8469 -0.9 0.2 0.0 -0.929
C 0.0122 1.5854 0.2511 0.8 -0.3 0.7 1.640
C 0.1917 3.1296 0.5942 -0.9 0.0 1.1 0.070
C -0.8831 4.1242 0.0513 -0.2 1.5 -0.7 -0.948
O -0.5296 4.8277 -0.8858 0.0 -0.9 0.5 -0.576
C -2.3195 4.3792 0.5747 -2.5 -0.7 0.3 0.563
C -2.6831 5.1595 1.7514 -0.9 -1.3 -1.6 0.016
C -4.0936 5.2958 2.1026 0.8 -0.4 -1.0 -0.531
C -5.1632 4.6988 1.3164 2.1 -0.1 -0.1 -0.454
C -4.8179 3.9145 0.1335 1.6 1.3 1.4 -0.694
C -3.4053 3.7849 -0.2330 -1.0 0.7 1.2 -0.280
P -1.6443 1.1831 1.1409 -0.8 0.1 -0.7 0.080
P -1.4612 1.4637 3.3026 -1.2 1.6 3.4 0.914
O -2.0672 2.7508 3.7531 0.8 -1.2 -1.5 -0.584
O 0.0822 1.3997 3.9199 -0.8 -1.0 -0.9 -0.559
O -2.3271 0.2650 4.0985 2.4 0.6 -1.4 -0.523
C -0.0216 1.2042 -1.2525 0.8 2.0 -0.5 -1.632
N -1.1882 1.7836 -2.0151 0.7 -0.9 -0.5 -0.333
C 0.2043 -0.3308 -1.6483 -2.6 2.0 -2.3 -0.060
C -1.1873 -1.0240 -1.8911 -0.7 -0.4 0.0 -0.855
C -1.2263 -2.4943 -2.4088 -0.4 -0.7 0.5 -0.871
N -2.1074 -3.3473 -2.0436 0.5 1.6 0.0 -0.633
N 1.3043 -1.0960 -0.8878 0.8 1.3 -1.7 2.504
C 2.0989 -1.7445 -2.0242 1.2 -0.6 -3.0 -0.437
C 3.5384 -2.3103 -1.8988 2.4 -1.4 -0.5 -0.735
N 3.6634 -3.8116 -1.8319 -0.7 1.1 1.0 -0.551
N 0.8980 -2.0918 -0.0212 -0.7 -1.6 0.8 -0.026
C 1.2385 -3.5087 -0.0653 1.9 -3.8 0.0 0.413
C 0.7621 -4.6621 -1.0032 -1.3 0.2 -0.8 -1.389
O 1.8706 -3.9567 0.8753 -0.5 1.6 -0.3 -0.441
C -0.1061 -2.1092 1.0146 -3.7 -0.9 3.1 0.180
C 0.0651 -2.0577 2.5983 2.0 -0.1 -0.3 -1.006
O -1.2103 -2.5631 0.7656 1.2 0.8 -1.2 -0.325
H 7.2236 2.5852 1.6298 -1.1 0.5 0.0 0.238
H 5.5908 2.6714 2.4820 0.6 0.4 -0.5 0.301
H 6.2450 4.1541 1.5563 0.0 -1.1 0.4 0.309
H 4.1992 4.0496 0.1825 -0.5 -1.0 0.1 0.615
H 3.7457 2.8045 1.3833 0.0 -0.2 -0.9 0.348
H 4.1019 2.5500 -1.7328 -0.6 -0.4 1.0 0.584
H 2.5267 2.9225 -1.0778 0.8 -0.8 0.6 0.446
H 4.1341 0.2667 -1.2686 -1.1 0.2 0.8 0.625
H 2.6643 0.8385 -2.0400 0.5 -0.3 1.0 0.508
H 2.4563 -0.9894 1.9499 0.2 0.2 -1.3 0.043
H 3.3500 -1.8781 0.7170 -0.3 0.8 0.0 0.667
H 4.2911 0.8508 1.9378 0.0 -0.6 -0.8 0.548
H 5.6696 -1.6070 0.4723 0.0 1.1 0.1 0.419
H 5.9120 0.1374 -0.1484 -0.3 -0.5 0.7 0.229
H 6.5328 -0.4021 1.4749 -0.7 0.1 -1.0 0.510
H 0.9196 0.3422 1.7544 0.7 -0.1 -0.9 0.225
H 2.0022 1.6386 1.2798 -0.5 -0.9 -0.7 -0.002
H 1.1979 3.5478 0.3509 -0.9 -0.5 -0.3 -0.124
H 0.1365 3.1898 1.7278 0.0 -0.1 -1.1 0.551
H -1.8538 5.6299 2.3268 -1.0 -0.4 -0.3 0.375
H -4.3077 5.8961 3.0235 0.0 -0.7 -1.1 0.329
H -6.2109 4.8562 1.6782 1.1 -0.3 -0.6 0.356
H -5.6406 3.4632 -0.4707 1.0 0.4 0.5 0.394
H -3.2037 3.1797 -1.1513 0.1 0.6 1.0 0.179
H -1.9639 -0.2019 1.0170 0.8 0.2 0.2 0.048
H 0.6265 2.1685 3.6805 -0.5 -0.1 0.2 0.328
H -1.7045 -0.4206 4.4110 -0.5 0.1 0.0 0.378
H 0.8069 1.8221 -1.7237 -0.1 -1.2 1.0 0.646
H -1.0215 1.4366 -2.9751 -0.6 0.1 0.4 0.429
H -1.0139 2.7905 -2.1636 -0.1 -0.5 0.6 0.382
H 0.4686 -0.1389 -2.7313 0.8 -0.8 1.3 0.530
H -1.7358 -0.5196 -2.7445 1.0 0.0 0.9 0.670
H -1.8744 -0.8259 -1.0202 0.7 -0.8 -0.8 0.321
H -0.5302 -2.8785 -3.2080 -0.4 0.9 0.7 0.643
H -2.7050 -2.8666 -1.3473 0.1 -0.6 -0.1 0.208
H 2.2539 -1.0264 -2.8788 -0.6 -0.1 1.6 0.929
H 1.4797 -2.5172 -2.5636 0.3 0.6 1.3 0.048
H 4.1240 -2.1208 -2.8535 -1.3 0.5 0.8 0.483
H 4.2349 -1.8840 -1.1379 -1.1 0.2 -0.4 -0.189
H 4.5075 -4.1171 -2.3133 -0.2 0.2 0.3 0.310
H 3.7497 -4.0203 -0.8334 0.1 -0.6 -0.5 0.263
H 1.3735 -5.5963 -0.9028 -0.2 1.4 0.3 0.356
H 0.6829 -4.4308 -2.0873 0.0 0.0 0.9 0.262
H -0.2788 -4.9381 -0.6558 1.0 0.5 -0.4 0.369
H -0.1298 -1.0466 3.0248 0.6 -0.7 -0.5 -0.428
H 1.1006 -2.4468 2.8309 -0.9 0.9 0.0 0.346
H -0.6195 -2.7755 3.1109 0.2 0.6 -1.1 0.457
C -6.0096 -3.8234 -1.2696 0.3 -0.1 0.1 -0.307
C -7.2753 -3.2246 -0.6854 -0.3 -0.1 0.0 -0.549
C -7.0749 -1.7435 -0.9538 0.1 0.2 0.1 -0.388
O -6.2945 -1.6429 -2.1527 0.0 -0.2 0.2 -0.399
C -5.7745 -2.9379 -2.4803 -0.2 0.1 -0.3 -0.236
H -6.0997 -4.8790 -1.5260 0.0 0.1 0.0 0.396
H -5.1840 -3.7134 -0.5586 0.0 -0.1 0.0 0.036
H -8.1467 -3.5898 -1.2361 0.0 0.0 0.1 0.267
H -7.4215 -3.4497 0.3712 0.0 0.0 0.0 0.348
H -6.5123 -1.2651 -0.1444 -0.1 0.0 0.1 0.230
H -8.0174 -1.2091 -1.0846 0.1 0.0 -0.1 0.269
H -6.3204 -3.3080 -3.3543 0.1 -0.1 0.0 0.291
H -4.7175 -2.8534 -2.7408 0.0 0.1 -0.1 0.078
```
Positions in Å, forces in eV/Å.

Its total charge is +1. The value obtained for the maximum force is 4.957 eV Å⁻¹. For the HOMO energy, the calculation gives -10.665 eV.



6.
One molecule with the formula C6H12O8S in a non-equilibrium geometry, computed with the ωB97M-V functional and the def2-TZVPD basis.

```
27
Properties=species:S:1:pos:R:3:forces:R:3:nbo_charge:R:1
O -1.5156 3.0635 0.7066 0.1 -3.4 2.1 -0.556
C -1.7339 2.0438 1.3685 -0.3 2.7 -0.9 0.981
O -0.8257 1.3730 2.1966 -1.7 1.0 -2.4 -0.514
C 0.5251 1.3908 1.6525 1.8 -1.3 0.1 -0.081
C 1.0160 -0.1573 1.6594 -0.9 -0.1 -0.1 -0.421
C 2.1836 -0.4443 0.5946 -0.3 1.1 0.4 -0.433
C 1.5322 -0.9036 -0.7940 0.6 1.6 -0.3 -0.654
S 2.0781 -2.5629 -1.4021 -2.4 -5.0 0.2 2.202
O 2.8639 -3.3632 -0.4141 -0.8 3.1 -2.5 -0.871
O 0.8452 -3.3372 -1.8041 2.9 2.9 0.5 -0.908
O 2.9380 -2.2849 -2.8325 -0.8 0.6 2.1 -0.843
O -3.0725 1.5082 1.3377 2.2 -0.4 -0.8 -0.519
C -3.1713 0.8442 0.0606 0.7 -0.7 0.1 0.203
O -3.6475 1.7236 -0.9855 -0.2 0.1 2.7 -0.259
O -3.6282 0.9810 -2.1400 0.1 -1.6 -1.6 -0.431
H 1.1928 2.0243 2.3421 -1.1 -0.8 -1.2 0.207
H 0.5854 1.7270 0.5659 -0.4 0.0 1.6 0.203
H 1.2503 -0.5066 2.7156 -0.1 0.6 -1.4 0.232
H 0.0843 -0.7529 1.3351 1.4 0.8 0.6 0.208
H 2.9909 -1.1408 0.9939 -1.3 0.6 -0.7 0.268
H 2.7010 0.5704 0.4162 -0.6 -1.6 0.1 0.214
H 1.8405 -0.1220 -1.5796 -0.4 -1.3 0.9 0.239
H 0.3862 -0.8943 -0.7947 1.8 -0.5 0.1 0.274
H 2.7443 -1.3705 -3.1399 0.1 -0.8 0.2 0.496
H -2.1257 0.4800 -0.2190 -1.3 0.2 0.0 0.146
H -3.8656 -0.0508 0.1716 0.6 1.2 0.0 0.168
H -4.1715 0.1614 -2.0117 0.2 1.0 0.2 0.447
```
Positions in Å, forces in eV/Å.

Its total charge is 0. The value obtained for the maximum force is 5.551 eV Å⁻¹. For the HOMO energy, the calculation gives -10.566 eV.



| no. | E (Eh) |
| --- | --- |
| 1 | -288.82712 |
| 2 | -2016.60179 |
| 3 | -356.01946 |
| 4 | -3366.12580 |
| 5 | -5384.23008 |
| 6 | -1235.71380 |